[1]
ORCA calculation (ωB97M-V/def2-TZVPD) on a 13-piece molecular cluster, C38H74N4O9 overall in a non-equilibrium geometry.

Output
Electronic energy (eV): -64989.38368
LUMO (eV): 0.3
HOMO level (Eh): -0.344
ΔE to the lowest compared entry with this formula, charge and spin (kcal per mole): 71.9
F_max (eV/Å): 3.62

The geometry in ORCA input format:
```
! RIJCOSX wB97M-V def2-TZVPD def2/J DEFGRID3
* xyz 0 1
N 0.155 5.626 -3.674
C 0.795 4.932 -2.711
C 0.117 4.166 -1.725
C -1.279 4.093 -1.831
C -1.887 4.705 -2.879
C -1.154 5.524 -3.754
H 1.827 5.252 -2.729
H 0.668 3.755 -0.893
H -1.746 3.502 -1.056
H -2.962 4.760 -2.797
H -1.630 6.130 -4.510
N 6.020 -3.595 -2.841
C 5.129 -3.311 -1.903
C 3.864 -2.772 -2.118
C 3.520 -2.548 -3.448
C 4.469 -2.782 -4.467
C 5.724 -3.278 -4.084
H 5.383 -3.625 -0.901
H 3.221 -2.561 -1.277
H 2.555 -2.148 -3.721
H 4.246 -2.673 -5.518
H 6.432 -3.571 -4.845
N -0.131 -2.125 1.144
C -1.200 -1.410 0.653
C -1.059 -0.129 0.068
C 0.204 0.322 -0.215
C 1.290 -0.487 0.215
C 1.101 -1.709 0.858
H -2.231 -1.729 0.688
H -1.952 0.368 -0.280
H 0.354 1.274 -0.702
H 2.255 -0.036 0.040
H 1.969 -2.264 1.183
N -4.648 -2.506 0.333
C -5.397 -3.327 1.133
C -6.390 -2.915 2.050
C -6.597 -1.505 2.177
C -5.825 -0.598 1.422
C -4.878 -1.109 0.514
H -5.285 -4.385 0.947
H -6.990 -3.593 2.638
H -7.426 -1.136 2.763
H -5.926 0.473 1.521
H -4.325 -0.468 -0.156
C 5.271 -0.981 0.851
C 6.195 -0.149 -0.025
O 7.514 -0.113 0.372
H 5.403 -2.058 0.748
H 4.243 -0.755 0.568
H 5.372 -0.782 1.918
H 5.792 0.847 -0.209
H 6.067 -0.551 -1.030
H 7.692 0.788 0.650
C -2.976 -1.221 3.839
C -3.787 -0.579 5.017
O -3.217 0.676 5.311
H -1.914 -1.199 4.085
H -3.150 -0.797 2.850
H -3.289 -2.260 3.742
H -3.734 -1.231 5.889
H -4.843 -0.645 4.756
H -3.644 1.007 6.105
C -6.756 3.290 -1.122
C -5.352 3.029 -1.842
O -4.843 1.826 -1.200
H -6.663 3.709 -0.120
H -7.425 2.442 -0.977
H -7.346 3.995 -1.706
H -4.682 3.881 -1.730
H -5.559 2.756 -2.876
H -4.180 1.489 -1.808
C -2.694 -5.235 3.765
C -1.956 -4.756 2.528
O -0.789 -4.140 2.932
H -2.036 -5.959 4.246
H -3.637 -5.754 3.591
H -2.901 -4.426 4.466
H -2.557 -4.020 1.994
H -1.747 -5.616 1.892
H -0.582 -3.487 2.259
C 4.578 4.619 -1.186
C 5.031 3.245 -0.734
O 3.956 2.366 -0.411
H 5.459 5.141 -1.560
H 4.172 5.250 -0.395
H 3.991 4.580 -2.104
H 5.753 3.289 0.081
H 5.615 2.824 -1.552
H 3.894 2.488 0.539
C 1.619 0.734 -4.719
C 2.641 0.776 -3.592
O 2.625 2.033 -2.970
H 1.931 1.420 -5.507
H 0.615 1.054 -4.439
H 1.572 -0.216 -5.251
H 3.595 0.397 -3.960
H 2.377 0.019 -2.854
H 3.066 2.065 -2.118
C -3.183 1.862 -4.516
C -2.223 1.037 -3.649
O -3.022 0.450 -2.704
H -3.584 2.725 -3.984
H -4.070 1.307 -4.820
H -2.656 2.220 -5.401
H -1.484 1.691 -3.186
H -1.788 0.268 -4.288
H -2.593 -0.400 -2.580
C 0.626 0.479 3.595
C -0.426 1.537 3.188
O -1.140 2.153 4.264
H 0.211 -0.509 3.796
H 0.967 0.811 4.575
H 1.444 0.385 2.880
H -1.158 1.084 2.519
H 0.058 2.301 2.578
H -1.814 1.539 4.565
C 2.892 -2.246 3.773
C 3.843 -3.357 3.529
O 3.861 -3.706 2.115
H 3.253 -1.369 3.236
H 2.804 -1.950 4.818
H 1.889 -2.495 3.424
H 3.645 -4.175 4.222
H 4.871 -3.040 3.705
H 4.616 -4.293 2.035
*
```

Here are the Mulliken charges for atoms 1 to 5, given in e: N -0.6200; C -0.4617; C -0.2817; C -0.4078; C 0.2589


[2]
ORCA calculation (ωB97M-V/def2-TZVPD) on a 9-piece molecular cluster, C38H76BN2O16S3 overall in a non-equilibrium geometry.

Output
Electronic energy (eV): -109550.34705
LUMO (eV): -2.9
HOMO level (Eh): -0.386
F_max (eV/Å): 2.30

The geometry in ORCA input format:
```
! RIJCOSX wB97M-V def2-TZVPD def2/J DEFGRID3
* xyz 1 1
C -1.097 2.190 -4.869
S -0.576 2.924 -3.352
O -0.276 4.319 -3.513
O -1.508 2.571 -2.324
C 1.055 2.034 -2.896
O 1.595 1.373 -4.007
C 2.020 2.182 -4.950
N 2.485 2.967 -5.651
O 0.716 1.074 -2.002
C 0.914 1.425 -0.636
C 1.617 0.325 0.189
S 2.838 0.880 1.359
O 2.223 1.549 2.465
O 3.643 -0.260 1.684
C 1.501 2.876 -0.694
S 0.389 4.214 -0.241
N 2.006 2.911 -2.173
B 3.456 2.376 -2.053
O 3.696 1.028 -2.029
O 4.386 3.321 -1.888
H -1.057 1.098 -4.835
H -2.106 2.547 -5.064
H -0.452 2.525 -5.683
H -0.069 1.551 -0.186
H 2.079 -0.426 -0.448
H 0.848 -0.154 0.800
H 3.672 1.761 0.733
H 2.390 3.113 -0.109
H -0.705 3.505 0.118
H 2.042 3.891 -2.485
H 3.945 0.695 -2.905
H 5.271 2.923 -1.902
C -4.575 3.778 2.295
C -4.215 2.307 2.487
C -3.024 2.154 1.553
O -2.365 3.428 1.533
C -3.204 4.418 2.148
H -5.148 4.200 3.118
H -5.153 3.906 1.377
H -3.910 2.126 3.520
H -5.026 1.622 2.247
H -3.348 1.915 0.535
H -2.317 1.390 1.882
H -2.778 4.675 3.122
H -3.214 5.314 1.527
C -0.241 -3.209 -6.215
C 0.024 -3.094 -4.714
C 0.358 -1.617 -4.574
O -0.388 -0.934 -5.584
C -0.939 -1.889 -6.510
H -0.847 -4.071 -6.486
H 0.704 -3.272 -6.759
H -0.884 -3.330 -4.155
H 0.822 -3.742 -4.356
H 1.425 -1.429 -4.744
H 0.084 -1.204 -3.598
H -2.013 -1.953 -6.340
H -0.775 -1.536 -7.527
C 5.054 2.226 4.730
C 5.432 0.779 5.019
C 6.582 0.561 4.046
O 7.223 1.832 3.888
C 6.411 2.859 4.462
H 4.514 2.707 5.545
H 4.428 2.271 3.835
H 5.779 0.690 6.051
H 4.615 0.072 4.872
H 6.211 0.232 3.069
H 7.311 -0.167 4.402
H 6.880 3.201 5.390
H 6.361 3.703 3.771
C -5.455 0.553 -8.444
C -4.370 0.731 -9.502
C -3.108 0.448 -8.701
O -3.473 -0.497 -7.690
C -4.901 -0.605 -7.627
H -6.441 0.344 -8.856
H -5.528 1.451 -7.826
H -4.491 -0.014 -10.291
H -4.364 1.716 -9.964
H -2.736 1.356 -8.213
H -2.304 0.029 -9.308
H -5.197 -1.569 -8.054
H -5.215 -0.579 -6.582
C 1.098 0.074 6.381
C 1.313 1.431 5.716
C 1.400 2.354 6.924
O 1.964 1.580 7.983
C 1.973 0.197 7.621
H 1.375 -0.773 5.754
H 0.050 -0.042 6.668
H 2.258 1.433 5.169
H 0.522 1.713 5.022
H 0.407 2.699 7.233
H 2.028 3.229 6.748
H 3.006 -0.104 7.409
H 1.607 -0.397 8.459
C -2.550 -1.733 -1.403
C -2.904 -2.568 -0.177
C -1.699 -2.329 0.724
O -1.228 -1.000 0.426
C -1.872 -0.533 -0.768
H -3.407 -1.464 -2.014
H -1.843 -2.280 -2.033
H -3.811 -2.180 0.291
H -3.059 -3.621 -0.399
H -0.894 -3.038 0.507
H -1.936 -2.390 1.786
H -2.600 0.237 -0.495
H -1.128 -0.087 -1.423
C 5.895 -1.687 9.442
C 5.483 -2.815 10.384
C 4.285 -3.405 9.653
O 4.530 -3.212 8.257
C 5.628 -2.315 8.081
H 6.929 -1.368 9.563
H 5.250 -0.819 9.591
H 6.283 -3.555 10.457
H 5.238 -2.479 11.390
H 3.360 -2.882 9.921
H 4.148 -4.469 9.846
H 6.493 -2.888 7.730
H 5.368 -1.580 7.316
C -6.014 -4.309 -4.718
C -6.396 -5.145 -3.499
C -5.207 -4.910 -2.579
O -4.728 -3.591 -2.867
C -5.339 -3.109 -4.069
H -6.861 -4.029 -5.342
H -5.299 -4.855 -5.338
H -7.309 -4.751 -3.046
H -6.555 -6.198 -3.722
H -4.402 -5.625 -2.779
H -5.469 -4.971 -1.522
H -6.071 -2.338 -3.804
H -4.573 -2.657 -4.701
*
```

Here are the Mulliken charges for atoms 1 to 5, given in e: C -1.0605; S 1.6271; O -0.7373; O -0.4390; C -0.1334